{
  "formula": "CO3PS",
  "method": "ωB97M-V/def2-TZVPD",
  "energy_ha": -1003.4649,
  "smiles": "O=POC([O-])=S",
  "homo_ev": -4.4,
  "gap_ev": 7.882,
  "charge": -1,
  "multiplicity": 1,
  "de_lowest_ev": 1.090,
  "elements": ["O", "P", "O", "C", "O", "S"],
  "coordinates": [[-1.75879, -0.60656, 2.33672], [-0.72115, -1.08501, 1.40584], [-0.11896, 0.30709, 0.52382], [0.76391, 0.45235, -0.94058], [1.01918, -0.67558, -1.34393], [1.04896, 1.99385, -1.64986]]
}

=====

{
  "formula": "CO3S3",
  "method": "ωB97M-V/def2-TZVPD",
  "energy_ha": -1458.3477,
  "smiles": "O=S(=O)=S.O=C=S",
  "homo_ev": -10.3,
  "gap_ev": 8.977,
  "multiplicity": 1,
  "de_lowest_ev": 0.456,
  "elements": ["O", "S", "O", "S", "O", "C", "S"],
  "coordinates": [[-1.24298, -2.62590, -1.68461], [-0.12406, -1.70933, -1.53281], [1.03455, -1.73429, -2.33655], [-0.02670, -0.43964, -0.06809], [-0.28307, 3.28139, 1.42028], [-0.01819, 2.21731, 1.79040], [0.66044, 1.01045, 2.41137]]
}

=====

{
  "formula": "CO3Sn2",
  "method": "ωB97M-V/def2-TZVPD",
  "energy_ha": -691.1052,
  "homo_ev": -17.0,
  "gap_ev": 4.702,
  "charge": 2,
  "multiplicity": 1,
  "elements": ["Sn", "Sn", "C", "O", "O", "O"],
  "coordinates": [[-0.22680, 2.66005, 1.64540], [0.45731, -0.56571, 2.30627], [0.13060, -1.07720, -2.65241], [-0.33413, 0.29809, 0.39098], [-0.01773, 0.49091, -1.84295], [-0.00925, -1.80615, 0.15272]]
}

=====

{
  "formula": "Ca2H10N6O23",
  "method": "ωB97M-V/def2-TZVPD",
  "energy_ha": -3419.6967,
  "homo_ev": [-6.5, -6.4],
  "gap_ev": [6.245, 3.239],
  "charge": -1,
  "s2": 0.76,
  "multiplicity": 2,
  "elements": ["Ca", "Ca", "N", "O", "O", "O", "N", "O", "O", "O", "N", "O", "O", "O", "N", "O", "O", "O", "N", "O", "O", "O", "N", "O", "O", "O", "O", "H", "H", "O", "H", "H", "O", "H", "H", "O", "H", "H", "O", "H", "H"],
  "coordinates": [[-2.91845, 1.04313, -1.71437], [1.81574, -2.59356, -0.16924], [-0.38350, -3.05794, -3.11447], [0.45869, -2.93331, -3.96505], [-0.15719, -2.58023, -1.99723], [-1.40388, -3.66226, -3.39127], [4.42699, -0.27251, 0.55148], [5.61722, -0.47170, 0.71528], [4.03465, 0.81651, 0.65899], [3.61097, -1.13847, 0.40053], [-2.69712, -2.33037, 0.66925], [-3.09290, -1.74322, 1.67539], [-2.07171, -3.42158, 0.70383], [-2.92024, -1.85835, -0.43197], [-0.53315, 3.54549, -2.89951], [0.47158, 3.93220, -2.36418], [-0.99542, 2.49912, -2.52135], [-1.17754, 4.26145, -3.63441], [0.03990, -2.37238, 2.88257], [-0.72298, -1.47276, 3.28884], [0.77712, -2.31340, 1.90517], [-0.08057, -3.48399, 3.40060], [-0.08052, 0.31919, 0.12375], [0.86166, -0.38608, -0.24568], [0.03544, 1.17237, 1.04933], [-1.13200, 0.36641, -0.44500], [-3.98100, 0.60871, 0.40029], [-4.14394, 1.24092, 1.10029], [-3.82001, -0.21758, 0.85588], [1.03754, -0.00749, -3.29791], [0.11998, 0.25428, -3.37387], [1.14226, -0.25110, -2.37818], [2.28424, 1.32980, 3.08432], [1.41076, 1.29500, 2.69439], [2.85939, 0.95241, 2.41872], [-2.18761, 1.12688, 2.80824], [-2.27588, 2.07996, 2.81611], [-1.36093, 0.96618, 2.35325], [2.50322, 3.25712, -0.35494], [2.91330, 2.39513, -0.42588], [1.71587, 3.10600, 0.16801]]
}

=====

{
  "formula": "Ca5O4P",
  "method": "ωB97M-V/def2-TZVPD",
  "energy_ha": -4026.9043,
  "homo_ev": -24.7,
  "gap_ev": 4.768,
  "charge": 7,
  "multiplicity": 1,
  "de_lowest_ev": 0.000,
  "elements": ["Ca", "Ca", "Ca", "Ca", "Ca", "P", "O", "O", "O", "O"],
  "coordinates": [[-0.70774, 0.86314, 3.93542], [-3.72832, -1.50484, -0.44077], [0.44546, -2.42209, -4.09148], [4.74690, -1.92996, 1.00053], [-0.26306, 4.94926, -0.39140], [-0.01413, 0.10323, -0.07297], [1.43714, -0.61009, -0.13241], [-0.81029, -0.69206, 1.01792], [-0.75925, -0.21365, -1.37348], [-0.34667, 1.45709, 0.54863]]
}

=====

{
  "formula": "CaH2N7O22",
  "method": "ωB97M-V/def2-TZVPD",
  "energy_ha": -2716.2789,
  "homo_ev": 5.3,
  "gap_ev": 5.989,
  "charge": -5,
  "multiplicity": 1,
  "de_lowest_ev": 0.707,
  "elements": ["Ca", "N", "O", "O", "O", "N", "O", "O", "O", "N", "O", "O", "O", "N", "O", "O", "O", "N", "O", "O", "O", "N", "O", "O", "O", "N", "O", "O", "O", "O", "H", "H"],
  "coordinates": [[-0.16648, 0.07573, -0.36277], [3.10559, -0.44448, 2.16367], [2.15457, 0.01711, 1.50167], [3.94470, -1.20716, 1.63697], [3.13725, -0.22081, 3.41047], [1.20018, -3.09921, 0.85655], [0.61678, -2.19070, 0.20582], [0.88317, -3.31351, 2.04018], [2.17149, -3.68760, 0.32095], [3.25632, 0.57184, -1.70529], [3.60598, 1.62405, -2.29950], [4.19200, -0.15809, -1.27934], [2.06192, 0.28278, -1.50412], [-2.69846, -2.17064, -1.52207], [-1.62334, -1.52940, -1.38801], [-3.51251, -2.12057, -0.59620], [-2.85795, -2.85585, -2.57479], [-0.43322, 2.54427, -2.73809], [-0.58685, 1.32616, -2.42904], [-1.40970, 3.25740, -3.05597], [0.74440, 2.95234, -2.75164], [-1.30545, -1.02430, 2.67562], [-0.71967, -1.32089, 3.73230], [-0.84562, -0.09061, 1.96741], [-2.37856, -1.56687, 2.33095], [-3.53241, 1.56782, -0.00101], [-2.32311, 1.26541, -0.01005], [-3.99578, 2.08662, 1.04699], [-4.23564, 1.50458, -1.03561], [0.50104, 2.29444, 0.27980], [-0.22042, 2.91910, 0.41028], [1.26979, 2.71106, 0.67387]]
}

=====

{
  "formula": "CaH6N4O15",
  "method": "ωB97M-V/def2-TZVPD",
  "energy_ha": -2028.5779,
  "homo_ev": -2.0,
  "gap_ev": 5.592,
  "charge": -2,
  "multiplicity": 1,
  "de_lowest_ev": 1.630,
  "elements": ["Ca", "N", "O", "O", "O", "N", "O", "O", "O", "N", "O", "O", "O", "N", "O", "O", "O", "O", "H", "H", "O", "H", "H", "O", "H", "H"],
  "coordinates": [[0.04249, 0.06931, 0.46773], [2.75465, -1.86818, -0.56066], [3.12405, -2.71298, -1.36713], [1.58972, -1.52346, -0.42790], [3.57003, -1.22129, 0.09042], [-3.06864, -1.02334, 1.34976], [-3.75029, 0.01504, 1.33705], [-3.56708, -2.09280, 1.64176], [-1.88376, -1.04745, 1.10713], [1.93732, 2.06021, -1.93233], [3.10691, 2.39497, -2.05635], [1.54269, 1.39597, -0.97726], [1.16771, 2.61194, -2.65932], [-1.12138, -0.62121, -2.88078], [-0.26934, 0.01001, -3.43301], [-1.89832, -1.44180, -3.44930], [-1.22258, -0.47551, -1.69293], [-0.19145, 0.94044, 2.64211], [-0.40712, 0.48861, 3.45793], [-0.30941, 1.86875, 2.84349], [-1.45161, 1.87353, -0.04840], [-1.15101, 2.78104, -0.00054], [-2.18724, 1.89635, -0.66041], [0.84824, -1.48883, 2.27080], [1.63410, -1.90519, 1.91683], [1.16142, -0.98414, 3.02142]]
}

=====

{
  "formula": "CaIZn",
  "method": "ωB97M-V/def2-TZVPD",
  "energy_ha": -2753.3966,
  "homo_ev": -23.0,
  "gap_ev": 6.565,
  "charge": 3,
  "multiplicity": 1,
  "de_lowest_ev": 0.000,
  "elements": ["Ca", "Zn", "I"],
  "coordinates": [[-0.46042, -2.66936, -0.28268], [1.13556, 2.43089, -0.04794], [-0.67514, 0.23847, 0.33062]]
}